(1)
ORCA calculation (ωB97M-V/def2-TZVPD) on C40H48Cl3N3O3PtSb as an isolated structure.

The total energy is -100216.0725 eV. For the HOMO energy (alpha / beta), the calculation gives -9.884 / -10.539 eV. The maximum force comes out at 1.24 eV Å⁻¹. The value obtained for the LUMO energy (alpha / beta) is -2.679 / -5.746 eV. Its expectation value of S² is 6.0705. The frontier orbital gap (alpha / beta) comes out at 7.20 / 4.79 eV. The molar mass is 1042.04 g mol⁻¹. For the energy above the lowest of the compared OMol25 structures with the same formula, charge and spin, the calculation gives 0.0 kJ/mol.

Geometry as ORCA input:
```
! wB97M-V def2-TZVPD RIJCOSX def2/J DEFGRID3
* xyz 1 5
Pt 0.371 -0.294 -0.045
C 2.098 1.677 5.453
C 0.953 1.397 4.476
C -0.333 1.138 5.266
C 0.774 2.539 3.502
C 0.285 3.740 3.973
C 0.090 4.821 3.123
C 0.349 4.711 1.762
C 0.761 3.517 1.210
C 1.209 3.427 -0.226
C 0.497 4.407 -1.144
C 2.726 3.643 -0.291
C 0.994 2.408 2.086
N 1.460 1.259 1.542
C 2.636 0.757 2.083
O 3.391 1.421 2.766
C 2.998 -0.631 1.665
C 4.083 -1.284 2.219
C 4.377 -2.569 1.775
C 3.584 -3.149 0.802
C 2.517 -2.419 0.296
N 2.254 -1.190 0.713
C 1.568 -2.993 -0.725
O 1.752 -4.143 -1.093
N 0.598 -2.144 -1.130
C -0.221 -2.704 -2.169
C 0.332 -2.842 -3.449
C -0.438 -3.429 -4.445
C -1.729 -3.864 -4.197
C -2.265 -3.711 -2.931
C -1.521 -3.146 -1.900
C -2.122 -3.096 -0.516
C -3.375 -2.222 -0.464
C -2.402 -4.500 0.015
C 1.735 -2.379 -3.796
C 2.600 -3.541 -4.282
C 1.700 -1.254 -4.833
H 2.200 0.843 6.147
H 1.877 2.568 6.041
H 3.044 1.830 4.940
H 1.176 0.487 3.912
H -0.490 1.905 6.025
H -0.264 0.182 5.782
H -1.213 1.122 4.628
H 0.070 3.852 5.026
H -0.258 5.762 3.527
H 0.229 5.581 1.135
H 1.016 2.400 -0.570
H 0.764 5.439 -0.923
H -0.585 4.319 -1.066
H 0.788 4.227 -2.176
H 2.981 4.656 0.021
H 3.083 3.502 -1.310
H 3.257 2.951 0.359
H 4.670 -0.782 2.973
H 5.215 -3.109 2.190
H 3.745 -4.146 0.421
H -0.015 -3.551 -5.432
H -2.310 -4.324 -4.985
H -3.269 -4.061 -2.729
H -1.377 -2.647 0.139
H -4.164 -2.611 -1.109
H -3.163 -1.199 -0.786
H -3.778 -2.183 0.549
H -3.187 -4.992 -0.561
H -2.731 -4.460 1.054
H -1.509 -5.121 -0.042
H 2.194 -1.969 -2.893
H 2.244 -3.916 -5.241
H 2.588 -4.358 -3.565
H 3.629 -3.212 -4.422
H 1.202 -1.574 -5.747
H 2.710 -0.946 -5.098
H 1.170 -0.375 -4.455
Cl -5.514 0.115 4.723
C -4.247 0.403 3.622
C -3.250 -0.567 3.464
C -2.233 -0.344 2.576
Cl -0.934 -1.446 2.493
C -2.191 0.836 1.732
O -1.375 1.022 0.802
C -3.197 1.848 2.036
Cl -3.095 3.340 1.219
C -4.204 1.621 2.933
H -3.270 -1.465 4.062
H -4.958 2.372 3.114
C -1.869 -0.320 -3.766
Sb -0.803 0.801 -2.324
C 0.359 1.970 -3.682
C -2.409 2.166 -2.031
H -2.273 0.412 -4.462
H -2.676 -0.875 -3.301
H -1.216 -1.012 -4.282
H -0.032 2.983 -3.678
H 0.240 1.540 -4.672
H 1.412 1.983 -3.418
H -2.744 2.454 -3.025
H -2.116 3.045 -1.474
H -3.226 1.671 -1.511
*
```

***

(2)
ORCA calculation (ωB97M-V/def2-TZVPD) on a 6-piece molecular cluster, C40H48F5N6 overall.

The total energy is -64773.4143 eV. For the HOMO energy, the calculation gives -10.339 eV. The maximum force comes out at 6.00 eV Å⁻¹. The value obtained for the LUMO energy is -5.037 eV. The frontier orbital gap comes out at 5.30 eV. The molar mass is 707.86 g mol⁻¹. For the energy above the lowest of the compared OMol25 structures with the same formula, charge and spin, the calculation gives 685.4 kJ/mol.

Geometry as ORCA input:
```
! wB97M-V def2-TZVPD RIJCOSX def2/J DEFGRID3
* xyz 1 1
C -3.356 1.056 4.049
C -2.197 0.522 3.020
C -2.681 0.349 1.459
C -2.878 1.752 0.640
C -4.245 2.586 0.985
C -5.597 2.008 0.189
C -6.701 1.709 1.409
N -7.950 1.010 0.902
C -7.868 -0.452 1.357
N -8.196 -0.786 2.663
N -7.403 -1.460 0.328
C -3.869 -0.775 1.501
N -3.549 -1.888 0.485
C -2.639 -1.120 -0.478
N -2.663 -1.035 -1.853
N -1.711 -0.406 0.527
H -3.480 2.243 4.036
H -3.022 0.759 5.133
H -4.420 0.599 3.879
H -1.342 1.354 3.014
H -1.706 -0.466 3.456
H -2.800 1.665 -0.529
H -1.971 2.457 0.966
H -4.086 3.679 0.531
H -4.456 2.749 2.127
H -5.278 0.978 -0.322
H -6.021 2.761 -0.599
H -6.227 1.059 2.281
H -7.027 2.784 1.786
H -8.802 1.463 1.331
H -8.476 0.096 3.187
H -7.103 -2.361 0.772
H -6.672 -1.075 -0.316
H -4.977 -0.491 1.261
H -3.795 -1.294 2.561
H -4.419 -2.311 0.054
H -1.826 -1.013 -2.480
H -3.612 -0.905 -2.314
H -1.249 -1.196 1.054
F 3.192 -1.023 -0.997
C 2.649 -1.933 -1.817
C 3.450 -2.569 -2.759
C 2.886 -3.520 -3.610
C 1.524 -3.817 -3.516
C 0.728 -3.169 -2.571
C 1.294 -2.226 -1.713
H 4.504 -2.320 -2.823
H 3.505 -4.029 -4.345
H 1.084 -4.555 -4.183
H -0.333 -3.398 -2.503
H 0.691 -1.720 -0.966
F 6.189 0.335 4.349
C 6.392 -0.023 3.074
C 5.299 -0.255 2.246
C 5.510 -0.623 0.917
C 6.812 -0.765 0.433
C 7.903 -0.534 1.273
C 7.692 -0.155 2.598
H 4.294 -0.149 2.642
H 4.662 -0.800 0.260
H 6.976 -1.056 -0.602
H 8.916 -0.648 0.895
H 8.528 0.037 3.263
F 6.737 -0.862 -2.743
C 7.412 0.253 -3.051
C 8.735 0.158 -3.469
C 9.437 1.319 -3.795
C 8.810 2.563 -3.688
C 7.484 2.648 -3.264
C 6.779 1.487 -2.949
H 9.207 -0.816 -3.537
H 10.469 1.255 -4.130
H 9.360 3.468 -3.938
H 7.000 3.618 -3.178
H 5.744 1.534 -2.625
F 8.516 5.366 -2.105
C 8.755 5.177 -0.801
C 8.832 3.882 -0.299
C 9.087 3.685 1.058
C 9.250 4.787 1.902
C 9.165 6.082 1.390
C 8.922 6.279 0.031
H 8.694 3.039 -0.968
H 9.157 2.677 1.458
H 9.444 4.632 2.961
H 9.289 6.938 2.049
H 8.862 7.279 -0.385
F -12.895 -6.451 0.269
C -12.005 -5.488 -0.010
C -11.309 -5.529 -1.212
C -10.386 -4.524 -1.506
C -10.163 -3.495 -0.587
C -10.864 -3.467 0.620
C -11.794 -4.465 0.908
H -11.489 -6.340 -1.910
H -9.842 -4.542 -2.447
H -9.440 -2.715 -0.814
H -10.685 -2.667 1.335
H -12.354 -4.453 1.837
*
```

***

(3)
ORCA calculation (ωB97M-V/def2-TZVPD) on C40H48N5OSTi as an isolated structure.

The total energy is -85697.8061 eV. For the HOMO energy (alpha / beta), the calculation gives -13.216 / -13.221 eV. The maximum force comes out at 2.16 eV Å⁻¹. The value obtained for the LUMO energy (alpha / beta) is -5.153 / -4.903 eV. Its expectation value of S² is 0.7527. The frontier orbital gap (alpha / beta) comes out at 8.06 / 8.32 eV. The molar mass is 694.79 g mol⁻¹.

Geometry as ORCA input:
```
! wB97M-V def2-TZVPD RIJCOSX def2/J DEFGRID3
* xyz 2 2
Ti 0.077 -0.061 0.415
N 2.187 0.101 -0.535
C 3.010 1.135 -1.193
C 3.386 2.276 -0.251
C 2.206 2.883 0.511
C 1.005 3.160 -0.391
N 0.065 2.026 -0.307
H 2.709 -0.223 0.286
H 2.164 -0.692 -1.181
H 2.455 1.509 -2.057
H 3.942 0.694 -1.570
H 3.855 3.056 -0.851
H 4.127 1.926 0.471
H 2.542 3.807 0.982
H 1.885 2.210 1.320
H 1.330 3.290 -1.427
H 0.506 4.088 -0.086
H -0.555 2.058 -1.122
H -0.503 2.203 0.526
C -0.552 -6.566 1.928
C -1.500 -6.418 0.776
C -2.348 -7.451 0.400
C -3.204 -7.320 -0.678
C -3.233 -6.139 -1.399
C -2.402 -5.093 -1.040
C -1.539 -5.232 0.042
N -0.621 -4.203 0.378
C -0.851 -2.869 0.369
N -2.132 -2.497 0.518
C -2.759 -1.244 0.380
C -2.012 -0.055 0.249
C -2.805 1.101 0.094
C -4.189 1.079 0.043
C -4.870 -0.111 0.211
C -4.169 -1.289 0.399
C -4.930 -2.566 0.617
N 0.158 -2.005 0.332
C 1.450 -2.576 0.134
C 2.403 -2.493 1.154
C 3.651 -3.068 0.982
C 3.950 -3.733 -0.197
C 3.023 -3.776 -1.224
C 1.770 -3.191 -1.089
C 0.796 -3.177 -2.230
H -0.747 -7.492 2.460
H -0.652 -5.734 2.625
H 0.478 -6.595 1.570
H -2.332 -8.371 0.964
H -3.842 -8.142 -0.961
H -3.887 -6.033 -2.248
H -2.404 -4.178 -1.616
H 0.332 -4.503 0.537
H -2.783 -3.275 0.570
H -2.370 2.088 0.003
H -4.743 1.991 -0.122
H -5.948 -0.118 0.194
H -5.996 -2.350 0.662
H -4.653 -3.044 1.559
H -4.777 -3.273 -0.200
H 2.147 -1.980 2.077
H 4.384 -3.012 1.770
H 4.908 -4.210 -0.323
H 3.272 -4.276 -2.147
H 1.327 -3.185 -3.177
H 0.160 -2.283 -2.189
H 0.152 -4.056 -2.210
O 0.183 0.181 2.313
S -0.924 0.643 3.283
C 0.073 1.122 4.742
C 1.009 2.213 4.335
C 0.519 3.493 4.099
C 1.384 4.516 3.759
C 2.743 4.265 3.643
C 3.234 2.987 3.857
C 2.368 1.959 4.194
C -1.654 -0.929 3.937
C -0.641 -1.831 4.555
C 0.085 -2.705 3.752
C 1.056 -3.525 4.300
C 1.328 -3.468 5.657
C 0.607 -2.606 6.467
C -0.375 -1.796 5.924
H 0.610 0.239 5.085
H -0.634 1.460 5.498
H -0.537 3.687 4.222
H 1.002 5.513 3.604
H 3.421 5.068 3.401
H 4.292 2.794 3.780
H 2.752 0.967 4.389
H -2.133 -1.382 3.066
H -2.414 -0.605 4.646
H -0.132 -2.737 2.693
H 1.601 -4.212 3.669
H 2.094 -4.096 6.082
H 0.811 -2.564 7.526
H -0.944 -1.143 6.568
*
```

***

(4)
ORCA calculation (ωB97M-V/def2-TZVPD) on C40H49ClN9OSn as an isolated structure.

The total energy is -76063.4016 eV. For the HOMO energy, the calculation gives -15.477 eV. The maximum force comes out at 0.42 eV Å⁻¹. The value obtained for the LUMO energy is -9.492 eV. The frontier orbital gap comes out at 5.98 eV. The molar mass is 826.06 g mol⁻¹. For the energy above the lowest of the compared OMol25 structures with the same formula, charge and spin, the calculation gives 45.0 kJ/mol.

Geometry as ORCA input:
```
! wB97M-V def2-TZVPD RIJCOSX def2/J DEFGRID3
* xyz 3 1
Sn 1.809 1.492 0.073
C -2.279 2.470 -1.586
C -0.855 2.150 -1.312
N -0.197 2.465 -0.260
C -0.745 3.218 0.864
C -0.287 2.580 2.174
N 1.139 2.170 2.143
C 2.121 3.172 2.634
C 2.438 4.197 1.557
N 2.861 3.493 0.318
C 4.352 3.339 0.233
C 4.790 2.282 -0.815
N 3.605 1.781 -1.467
C 3.542 1.218 -2.602
C 4.703 0.928 -3.489
C 2.117 0.939 -3.011
C 1.687 0.475 -4.245
C 0.322 0.459 -4.505
C -0.575 0.977 -3.575
C -0.070 1.420 -2.365
N 1.227 1.321 -2.098
H -2.676 3.249 -0.944
H -2.856 1.553 -1.427
H -2.412 2.775 -2.622
H -1.833 3.236 0.865
H -0.406 4.251 0.777
H -0.878 1.682 2.355
H -0.473 3.264 3.003
H 1.243 1.342 2.726
H 3.026 2.625 2.905
H 1.748 3.666 3.532
H 3.226 4.863 1.907
H 1.574 4.818 1.329
H 2.565 4.042 -0.487
H 4.710 3.061 1.222
H 4.770 4.316 -0.009
H 5.288 1.450 -0.313
H 5.496 2.715 -1.524
H 5.433 0.321 -2.950
H 5.200 1.860 -3.771
H 4.425 0.405 -4.399
H 2.389 0.152 -4.999
H -0.041 0.089 -5.455
H -1.629 1.038 -3.802
N 7.763 -5.464 4.183
C 7.112 -4.643 3.715
C 6.292 -3.618 3.129
C 5.791 -2.592 3.929
C 4.998 -1.611 3.367
C 4.704 -1.651 2.002
C 5.211 -2.680 1.203
C 6.003 -3.662 1.766
C 3.879 -0.640 1.414
C 3.203 0.227 0.901
H 6.028 -2.571 4.983
H 4.608 -0.813 3.983
H 4.987 -2.708 0.145
H 6.401 -4.463 1.160
C -2.324 -2.796 -2.581
C -3.627 -2.984 -1.796
C -4.777 -2.401 -2.631
C -3.878 -4.487 -1.628
C -3.529 -2.250 -0.420
O -3.369 -0.837 -0.650
C -4.786 -2.481 0.438
C -4.866 -1.786 1.803
C -4.750 -0.281 1.808
C -5.524 0.526 0.975
C -5.384 1.905 0.970
C -4.469 2.495 1.831
Cl -4.252 4.221 1.816
C -3.735 1.725 2.717
C -3.874 0.342 2.691
C -2.288 -2.698 0.405
N -1.060 -1.924 0.191
C -0.830 -0.646 0.452
N 0.424 -0.348 0.100
C 0.911 -1.535 -0.383
N 0.041 -2.499 -0.339
H -2.441 -3.218 -3.580
H -1.481 -3.307 -2.115
H -2.075 -1.736 -2.689
H -4.759 -2.852 -3.623
H -4.687 -1.321 -2.784
H -5.758 -2.614 -2.208
H -3.896 -4.956 -2.613
H -4.837 -4.702 -1.159
H -3.093 -4.988 -1.058
H -4.244 -0.505 -0.885
H -4.890 -3.553 0.616
H -5.657 -2.202 -0.158
H -4.116 -2.188 2.487
H -5.823 -2.068 2.249
H -6.270 0.078 0.326
H -6.000 2.523 0.330
H -3.102 2.206 3.452
H -3.318 -0.260 3.403
H -2.021 -3.727 0.182
H -2.505 -2.640 1.468
H -1.579 0.014 0.856
H 1.921 -1.674 -0.734
*
```

***

(5)
ORCA calculation (ωB97M-V/def2-TZVPD) on C40H50CuNO3S as an isolated structure.

The total energy is -105394.1138 eV. For the HOMO energy (alpha / beta), the calculation gives -10.194 / -10.194 eV. The maximum force comes out at 0.62 eV Å⁻¹. The value obtained for the LUMO energy (alpha / beta) is -4.875 / -4.850 eV. Its expectation value of S² is 0.7539. The frontier orbital gap (alpha / beta) comes out at 5.32 / 5.34 eV. The molar mass is 688.46 g mol⁻¹.

Geometry as ORCA input:
```
! wB97M-V def2-TZVPD RIJCOSX def2/J DEFGRID3
* xyz 1 2
Cu 1.386 0.249 -0.262
C -3.449 -0.531 4.832
C -2.927 -1.843 4.226
C -3.992 -2.425 3.286
C -2.692 -2.841 5.358
C -1.653 -1.547 3.428
C -1.700 -0.733 2.345
C -0.520 -0.475 1.593
N -0.391 0.283 0.505
C -1.243 1.056 -0.178
C -2.523 1.520 0.230
C -3.282 2.261 -0.616
C -2.760 2.546 -1.922
C -1.526 2.184 -2.380
C -0.696 1.442 -1.476
O 0.492 1.073 -1.788
C -1.013 2.548 -3.768
C -2.061 3.338 -4.555
C 0.244 3.422 -3.654
C -0.697 1.269 -4.556
C -4.644 2.795 -0.160
C -4.437 3.748 1.025
C -5.374 3.553 -1.268
C -5.525 1.620 0.284
C 0.739 -1.145 1.938
O 1.753 -1.001 1.177
C 0.788 -1.953 3.125
C -0.384 -2.110 3.804
C 2.096 -2.599 3.565
C 1.920 -3.349 4.886
C 3.166 -1.517 3.782
C 2.569 -3.607 2.508
H -4.353 -0.719 5.412
H -3.695 0.193 4.055
H -2.708 -0.079 5.491
H -4.898 -2.653 3.849
H -3.644 -3.345 2.816
H -4.263 -1.724 2.496
H -3.637 -3.029 5.868
H -1.991 -2.463 6.104
H -2.320 -3.799 4.992
H -2.643 -0.321 2.030
H -2.862 1.339 1.236
H -3.393 3.113 -2.586
H -2.313 4.283 -4.072
H -2.980 2.769 -4.704
H -1.658 3.573 -5.539
H 0.028 4.345 -3.113
H 0.583 3.697 -4.653
H 1.058 2.908 -3.148
H -1.595 0.662 -4.683
H 0.059 0.665 -4.062
H -0.332 1.535 -5.550
H -3.810 4.595 0.746
H -3.966 3.244 1.869
H -5.399 4.136 1.364
H -4.819 4.431 -1.601
H -6.336 3.899 -0.891
H -5.570 2.921 -2.136
H -5.090 1.089 1.131
H -5.664 0.903 -0.527
H -6.506 1.982 0.591
H -0.371 -2.725 4.691
H 1.587 -2.692 5.690
H 2.883 -3.764 5.182
H 1.218 -4.180 4.802
H 2.855 -0.816 4.559
H 3.380 -0.961 2.874
H 4.092 -1.989 4.116
H 1.830 -4.398 2.369
H 3.497 -4.073 2.842
H 2.754 -3.129 1.549
O 3.191 0.760 -0.801
S 3.460 0.744 -2.321
C 5.221 0.697 -2.386
C 5.838 1.132 -3.549
C 7.223 1.085 -3.620
C 7.956 0.629 -2.536
C 7.321 0.213 -1.372
C 5.938 0.240 -1.288
C 3.001 -0.885 -2.826
C 2.521 -1.024 -4.118
C 2.128 -2.284 -4.549
C 2.199 -3.363 -3.681
C 2.668 -3.201 -2.382
C 3.082 -1.954 -1.944
H 5.254 1.509 -4.377
H 7.727 1.417 -4.517
H 9.036 0.605 -2.592
H 7.903 -0.126 -0.527
H 5.419 -0.064 -0.392
H 2.441 -0.164 -4.769
H 1.754 -2.417 -5.555
H 1.882 -4.341 -4.015
H 2.714 -4.049 -1.714
H 3.454 -1.811 -0.937
*
```